72
Properties=species:S:1:pos:R:3 method="wB97M-V/def2-TZVPD" charge=0 e_above_lowest_ev=0.000 homo_ev=-6.9043 spin_multiplicity=1
Cu -0.357 2.566 1.102
O -3.342 3.581 -1.954
S -2.068 3.333 -1.396
O -1.150 4.423 -1.298
N -2.034 2.565 0.030
C -2.938 1.629 0.382
C -4.170 1.370 -0.244
C -5.106 0.447 0.335
C -4.744 -0.249 1.423
C -3.464 -0.054 2.032
C -3.003 -0.823 3.164
C -1.796 -0.560 3.698
C -0.994 0.436 3.146
N -1.330 1.094 2.121
C -2.574 0.876 1.550
C -1.272 2.107 -2.569
C 0.087 2.155 -2.744
C 0.654 1.318 -3.699
C -0.134 0.492 -4.446
C -1.495 0.442 -4.219
C -2.070 1.224 -3.230
H -4.389 1.995 -1.079
H -6.085 0.344 -0.102
H -5.406 -1.010 1.820
H -3.624 -1.575 3.659
H -1.506 -1.064 4.588
H 0.008 0.625 3.521
H 0.628 2.840 -2.165
H 1.726 1.356 -3.998
H 0.376 -0.083 -5.196
H -2.055 -0.353 -4.785
H -3.144 1.220 -3.098
C -0.090 -1.485 -1.679
C -0.886 -0.743 -0.521
N -1.038 -1.602 0.640
C -1.779 -2.771 0.291
C -1.042 -3.602 -0.812
N 0.181 -2.851 -1.145
C 1.072 -2.773 0.026
C 0.245 -2.156 1.148
H 0.856 -1.024 -1.864
H -0.763 -1.615 -2.583
H -1.895 -0.461 -0.815
H -0.313 0.146 -0.273
H -2.763 -2.500 -0.085
H -1.893 -3.387 1.175
H -1.601 -3.695 -1.702
H -0.695 -4.550 -0.461
H 0.724 -3.347 -1.838
H 1.851 -2.102 -0.169
H 1.374 -3.762 0.221
H 0.854 -1.351 1.575
H -0.083 -2.923 1.919
C 4.754 0.951 -2.051
C 5.023 1.484 -0.694
O 4.273 0.769 0.377
P 2.688 0.924 0.673
O 1.865 0.008 -0.169
Te 2.140 3.200 0.775
O 2.682 0.296 2.214
C 3.289 0.897 3.375
C 3.922 -0.286 4.114
H 5.677 1.138 -2.654
H 3.873 1.458 -2.505
H 4.594 -0.116 -1.982
H 4.676 2.543 -0.577
H 5.984 1.404 -0.161
H 2.557 1.460 3.939
H 4.085 1.580 3.147
H 3.159 -1.042 4.416
H 4.563 -0.035 4.932
H 4.654 -0.748 3.431

=====

9
Properties=species:S:1:pos:R:3 method="wB97M-V/def2-TZVPD" charge=0 e_above_lowest_ev=4.120 homo_ev=-8.1504 spin_multiplicity=1
C -0.864 -0.163 -0.532
C 1.386 0.526 0.218
S -1.627 0.686 -1.823
S -2.002 1.048 0.111
S -0.961 -1.859 0.054
H 1.702 -0.501 0.630
H 0.971 1.216 0.889
H 1.606 0.886 -0.737
H -0.212 -1.838 1.190

=====

14
Properties=species:S:1:pos:R:3 method="wB97M-V/def2-TZVPD" charge=0 e_above_lowest_ev=8.296 homo_ev="-9.1643 / -7.8942" spin_multiplicity=1
C 0.264 1.426 -0.429
C -1.311 0.528 0.941
C -0.205 2.107 0.872
N -0.761 0.432 -0.355
N 1.185 -2.386 -0.247
O -1.369 0.056 -1.413
H 0.240 1.922 -1.347
H 1.139 0.846 -0.447
H -0.583 0.083 1.569
H -2.393 0.575 1.020
H 0.416 2.070 1.651
H 2.174 -2.648 -0.550
H 0.740 -1.931 -1.129
H 0.463 -3.082 -0.136

=====

114
Properties=species:S:1:pos:R:3 method="wB97M-V/def2-TZVPD" charge=0 smiles="[H]/N=C/Cc1cc2c(c(C=C)c1C)C(=O)c1cc(P(C)C)c([C@@H](I)[C@@H](C)I)c(N(C)C(C)=O)c1C2=O.O=C1OCCO1.O=C1OCCO1.O=C1OCCO1.O=C1OCCO1.O=C1OCCO1" homo_ev=-7.9103 spin_multiplicity=1
H -6.664 2.016 -0.176
N -5.832 2.428 0.243
C -5.898 2.331 1.505
C -4.823 2.886 2.391
C -3.436 2.316 2.156
C -3.263 1.125 1.473
C -1.996 0.635 1.220
C -0.867 1.333 1.662
C -1.020 2.530 2.373
C 0.143 3.307 2.846
C 1.243 3.556 2.145
C -2.320 3.024 2.624
C -2.520 4.334 3.326
C 0.452 0.704 1.320
O 1.405 0.644 2.057
C 0.482 0.088 -0.041
C 1.601 0.172 -0.844
C 1.600 -0.354 -2.133
P 3.085 -0.150 -3.179
C 3.896 -1.786 -3.333
C 4.243 1.047 -2.411
C 0.443 -0.998 -2.625
C 0.472 -1.485 -4.060
I 0.285 -3.618 -4.225
C -0.424 -0.718 -5.082
C -1.691 -1.412 -5.571
I -0.864 1.297 -4.427
C -0.665 -1.131 -1.779
N -1.829 -1.839 -2.254
C -3.065 -1.021 -2.350
C -1.976 -3.086 -1.628
C -3.340 -3.725 -1.575
O -1.023 -3.655 -1.145
C -0.652 -0.576 -0.504
C -1.793 -0.620 0.454
O -2.501 -1.590 0.632
H -6.770 1.874 1.980
H -4.760 3.948 2.139
H -5.098 2.837 3.444
H -4.113 0.562 1.116
H 0.062 3.731 3.840
H 1.288 3.586 1.063
H 2.163 3.788 2.669
H -1.681 4.595 3.961
H -3.430 4.359 3.918
H -2.614 5.107 2.559
H 2.471 0.672 -0.441
H 3.110 -2.542 -3.335
H 4.623 -2.020 -2.556
H 4.362 -1.833 -4.314
H 5.124 0.564 -1.989
H 4.564 1.713 -3.208
H 3.770 1.672 -1.658
H 1.482 -1.307 -4.404
H 0.214 -0.553 -5.945
H -2.186 -1.988 -4.796
H -2.402 -0.657 -5.907
H -1.489 -2.042 -6.434
H -3.633 -1.345 -3.219
H -3.672 -1.087 -1.452
H -2.770 0.010 -2.520
H -3.211 -4.789 -1.747
H -3.710 -3.575 -0.563
H -4.050 -3.323 -2.290
O -0.222 6.775 2.966
C 0.867 7.018 3.366
O 1.551 8.158 3.104
C 2.713 8.187 3.936
C 2.930 6.718 4.235
O 1.604 6.192 4.151
H 3.545 8.649 3.409
H 2.490 8.767 4.833
H 3.551 6.226 3.483
H 3.349 6.535 5.221
O -3.468 -1.403 7.064
C -2.911 -1.667 6.050
O -3.000 -0.944 4.909
C -2.022 -1.437 3.985
C -1.802 -2.851 4.478
O -2.097 -2.738 5.874
H -2.397 -1.394 2.969
H -1.121 -0.822 4.065
H -2.497 -3.561 4.027
H -0.785 -3.205 4.331
O 5.189 -4.415 -5.559
C 5.337 -5.132 -4.623
O 6.087 -4.834 -3.536
C 5.817 -5.816 -2.527
C 5.332 -6.993 -3.345
O 4.763 -6.350 -4.492
H 6.709 -6.033 -1.950
H 5.045 -5.427 -1.859
H 6.148 -7.641 -3.669
H 4.583 -7.592 -2.834
O -4.123 5.926 1.176
C -3.638 5.608 0.135
O -3.690 6.337 -0.999
C -2.817 5.728 -1.959
C -2.746 4.295 -1.465
O -2.967 4.455 -0.062
H -3.231 5.821 -2.959
H -1.850 6.231 -1.921
H -3.541 3.667 -1.873
H -1.785 3.820 -1.647
O 6.183 -6.989 0.316
C 5.063 -6.767 0.650
O 3.978 -7.425 0.177
C 2.841 -7.037 0.958
C 3.269 -5.686 1.493
O 4.697 -5.816 1.535
H 1.950 -6.993 0.338
H 2.693 -7.774 1.750
H 3.010 -4.868 0.819
H 2.880 -5.469 2.484

=====

Number 1: E_tot -4216.3501 Eh. Number 2: E_tot -1273.0004 Eh. Number 3: E_tot -303.5873 Eh. Number 4: E_tot -4030.4336 Eh.